Record 1
21
Properties=species:S:1:pos:R:3:forces:R:3:lowdin_charge:R:1 method="wB97M-V/def2-TZVPD" homo_ev="-9.882 / -9.230" energy_ha=-735.8879 homo_lumo_gap_ev="7.7 / 7.6" e_lumo_ev="-2.1 / -1.6" charge=0 largest_force_ev_per_a=3.624
C -0.93042 -1.00936 -1.21358 2.6 -0.2 1.5 0.028
C 1.15586 -1.01008 -0.00275 -0.8 -0.7 0.6 -0.014
C -0.43685 -2.06388 -1.97280 -0.3 0.3 1.9 -0.108
C 1.47593 -2.13614 -0.78379 1.4 1.5 1.1 -0.155
C -0.12271 -0.47116 -0.13293 -0.8 -0.5 -1.6 -0.154
C -0.14056 0.75183 2.13925 -1.4 -3.0 1.6 -0.023
C -0.51247 0.65036 0.73218 0.4 1.1 -1.1 -0.147
N 0.70917 -2.68557 -1.66817 -0.5 -0.2 -1.9 0.066
N -1.51257 1.61141 0.36247 -1.5 0.5 0.5 -0.390
N 0.81760 2.09621 -0.45379 -0.5 -1.3 1.8 -0.244
O -2.18424 1.48359 -0.64014 0.2 -0.5 -0.6 0.083
O 0.34905 2.44975 -1.46041 0.1 0.7 -1.1 0.171
O -1.67143 2.55529 1.13216 0.4 -0.1 0.0 0.057
O 1.85357 2.17982 0.11392 0.5 0.5 -0.3 0.130
H -1.91684 -0.71959 -1.28236 -1.8 0.8 -0.6 0.075
H 1.78284 -0.72191 0.84360 0.1 0.1 -0.6 0.119
H -1.07233 -2.49731 -2.71109 -0.2 -0.3 -0.5 0.102
H 2.50178 -2.48111 -0.71743 -0.1 -0.6 0.3 0.110
H -0.95779 1.01848 2.86447 0.4 -0.1 -1.2 0.124
H 0.67689 1.29476 2.47512 1.7 1.6 -0.1 0.071
H 0.13551 -0.29541 2.37606 -0.1 0.4 0.3 0.101

Record 2
16
Properties=species:S:1:pos:R:3:forces:R:3:lowdin_charge:R:1 method="wB97M-V/def2-TZVPD" homo_ev="-6.160 / -8.840" energy_ha=-400.6039 homo_lumo_gap_ev="6.0 / 6.7" spin_multiplicity=3 e_lumo_ev="-0.2 / -2.2" charge=0 largest_force_ev_per_a=5.595
C 0.12413 2.02396 -1.35105 1.4 -1.1 -0.7 -0.055
C 1.23504 1.14257 -1.31496 -1.1 0.5 0.3 -0.060
C -1.02850 1.66619 -0.68280 -2.8 1.4 -0.7 -0.096
C 1.15035 0.03132 -0.51505 -0.1 1.2 -0.8 -0.066
C -1.10420 0.55015 0.09255 -0.1 -1.4 0.7 -0.061
C -0.00835 -0.26687 0.20055 1.1 -2.0 1.6 -0.239
C 0.04683 -1.43923 1.07213 4.4 0.2 -3.4 -0.078
N -0.67626 -2.16017 1.81168 -3.5 0.8 1.7 -0.162
O -0.36618 -3.30929 2.30939 -0.4 0.3 -0.7 0.013
H 0.19019 2.84114 -2.03268 -0.4 0.7 -0.1 0.095
H 2.18178 1.15637 -1.86871 -0.7 1.0 -0.1 0.115
H -2.03857 2.16006 -0.85295 1.7 0.0 0.2 0.133
H 2.06099 -0.46209 -0.66713 0.7 -2.0 1.2 0.083
H -1.94547 0.11657 0.63585 -0.4 1.1 -0.4 0.116
H 1.81475 -2.29888 1.17194 -0.4 0.6 0.3 0.090
H -1.63653 -1.75178 1.99123 0.7 -1.2 1.0 0.173

Record 3
17
Properties=species:S:1:pos:R:3:forces:R:3:lowdin_charge:R:1 method="wB97M-V/def2-TZVPD" homo_ev=-9.142 energy_ha=-476.0203 homo_lumo_gap_ev=8.7 e_lumo_ev=-0.4 charge=0 largest_force_ev_per_a=4.524
H -2.48972 -0.51141 2.32266 -0.1 0.5 -0.5 0.058
N -2.37193 -0.54691 1.30097 0.5 -0.3 0.5 0.100
C -1.79650 0.43265 0.76534 -0.7 0.8 -1.7 -0.264
C -1.38553 0.45208 -0.72205 0.0 -3.1 1.1 -0.188
C -0.18393 1.27474 -0.75333 3.2 1.1 -0.5 -0.078
C 1.09160 0.91839 -0.43217 -0.7 -0.1 0.0 -0.221
O 2.10879 1.84205 -0.56817 -2.5 0.4 -0.3 0.053
C 1.59249 -0.38377 0.23156 0.4 0.7 -1.2 -0.313
O 2.63168 -0.28668 0.85189 -0.2 -0.1 0.1 0.108
C 1.08138 -1.73595 -0.02344 0.2 3.1 0.6 -0.045
C 0.95981 -2.90458 -0.09783 -0.4 -4.5 -0.7 0.143
H -1.49048 1.43086 1.07646 -0.3 -0.1 1.7 0.109
H -2.08632 0.93942 -1.38447 -0.7 -0.4 0.0 0.108
H -1.20207 -0.68160 -0.92238 -0.4 2.1 -0.4 0.137
H -0.28462 2.36059 -1.02420 0.1 -1.2 0.1 0.143
H 2.92186 1.41953 -0.39424 1.6 -0.8 0.6 0.068
H 0.90348 -4.01940 -0.22661 -0.1 2.0 0.3 0.079

Record 4
19
Properties=species:S:1:pos:R:3:forces:R:3:lowdin_charge:R:1 method="wB97M-V/def2-TZVPD" homo_ev=-8.929 energy_ha=-626.6026 homo_lumo_gap_ev=9.3 e_lumo_ev=0.4 charge=0 largest_force_ev_per_a=3.051
O -1.43101 2.37316 0.28766 0.2 -2.4 0.1 0.028
C -1.36371 1.12827 0.45680 -0.5 1.3 0.6 -0.402
N -2.22723 0.53299 1.30408 -0.3 -1.8 2.1 0.013
O -2.98575 1.37117 2.16915 1.0 0.9 -1.8 -0.029
C -0.30510 0.20273 -0.07381 -1.4 0.0 -0.1 -0.153
C -0.38998 -1.18377 -0.17713 -0.5 -0.4 0.9 0.034
C 0.74472 -1.95972 -0.50950 0.1 2.0 0.1 -0.334
O 0.64923 -3.28757 -0.45714 1.8 -1.9 -0.6 0.058
C 1.91276 -1.27327 -0.84145 -0.4 2.0 -0.4 0.064
C 1.88099 0.16524 -0.84582 1.4 -2.0 -0.8 -0.272
O 3.01781 0.78071 -1.35496 -1.7 2.0 1.5 0.025
C 0.79764 0.89962 -0.42990 1.6 -0.7 -0.6 0.001
H -1.96793 -0.36119 1.83079 -0.4 2.0 -1.3 0.185
H -2.74389 2.25514 1.72705 -0.5 -1.0 0.8 0.115
H -1.31831 -1.67574 0.14667 0.5 0.0 -0.4 0.125
H 1.53938 -3.71291 -0.70187 -2.0 1.0 0.5 0.161
H 2.81635 -1.70483 -1.26343 -0.2 -0.3 0.3 0.124
H 2.80159 1.73799 -1.08928 1.2 -1.7 -1.0 0.140
H 0.79720 1.95622 -0.41142 0.0 1.0 0.0 0.118